Record 1
Formula: C29H33N3OTi
Source: the OMol25 dataset
Level of theory: ωB97M-V/def2-TZVPD

The geometry in XYZ format:
```
67
Properties=species:S:1:pos:R:3
Ti -0.249 -0.198 1.223
N -0.981 -1.783 2.403
N 0.017 -2.423 -0.422
C 1.113 1.591 0.927
C 1.936 0.438 1.226
C 1.638 0.033 2.579
C 2.290 -1.072 3.337
H 2.838 -1.749 2.671
H 1.561 -1.678 3.893
H 3.004 -0.682 4.081
C 0.685 0.959 3.123
C 0.184 0.982 4.523
H 0.870 1.535 5.184
H 0.073 -0.030 4.932
H -0.795 1.468 4.602
C 0.334 1.893 2.099
C -0.606 3.034 2.250
H -1.430 2.798 2.932
H -1.048 3.337 1.296
H -0.075 3.912 2.657
C 2.961 -0.179 0.338
H 3.926 -0.255 0.863
H 3.105 0.412 -0.573
H 2.691 -1.195 0.019
C 1.016 2.317 -0.371
H -0.026 2.378 -0.722
H 1.575 1.801 -1.159
H 1.389 3.351 -0.285
C -1.858 -1.763 3.431
H -2.068 -0.792 3.881
C -2.470 -2.933 3.861
H -3.181 -2.865 4.679
C -2.141 -4.154 3.262
H -2.671 -5.063 3.552
C -1.106 -4.183 2.338
H -0.771 -5.113 1.878
C -0.529 -2.973 1.892
C 0.431 -2.882 0.823
H 1.359 -3.457 0.807
C -0.292 -1.079 -0.654
C -0.034 -3.144 -1.619
H 0.185 -4.195 -1.669
C -0.363 -2.278 -2.584
H -0.522 -2.437 -3.636
N -0.430 -1.006 -2.017
C -0.365 0.173 -2.820
C 0.800 0.425 -3.564
C 0.824 1.565 -4.373
H 1.709 1.773 -4.976
C -0.269 2.431 -4.449
C -0.225 3.637 -5.342
H -0.246 4.576 -4.773
H -1.089 3.648 -6.016
H 0.689 3.625 -5.943
C -1.398 2.173 -3.670
H -2.249 2.856 -3.720
C -1.472 1.027 -2.873
C -2.712 0.688 -2.114
H -3.102 -0.310 -2.358
H -3.495 1.417 -2.354
H -2.541 0.724 -1.032
C 1.975 -0.502 -3.518
H 1.843 -1.379 -4.167
H 2.198 -0.862 -2.504
H 2.864 0.027 -3.880
O -3.186 1.011 1.350
C -2.089 0.595 1.245
```

Its spin multiplicity is 2. The value obtained for the highest occupied orbital energy (alpha / beta) is -1.535 / -1.379 eV. As for the expectation value of S²: 0.769. Its total charge is -1. The value obtained for the energy is -60241.310 eV.



Record 2
Formula: C8H13CaMnN2O13
Source: the OMol25 dataset
Level of theory: ωB97M-V/def2-TZVPD

The geometry in XYZ format:
```
38
Properties=species:S:1:pos:R:3
Ca 3.233 -5.119 -1.162
Mn 0.391 -3.643 1.307
O 1.172 -5.227 -0.045
H 1.754 -5.525 0.671
N 3.550 -3.848 2.118
O 2.305 -3.743 2.238
O 3.981 -4.172 0.966
O 4.289 -3.745 3.048
N 1.952 -2.047 -1.299
O 1.503 -1.052 -1.841
O 1.377 -2.508 -0.269
O 2.907 -2.719 -1.778
C -0.366 1.935 4.712
C -1.114 1.071 3.667
C -0.658 1.545 2.265
O -0.658 0.299 1.555
C -0.464 -0.664 2.390
O -0.194 -1.790 2.023
O -0.524 -0.247 3.661
H 0.704 1.973 4.535
H -0.567 1.389 5.636
H -0.780 2.940 4.741
H -2.190 1.009 3.803
H 0.325 2.002 2.228
H -1.448 2.196 1.895
C -0.338 1.342 -2.963
C -1.539 1.801 -3.763
C -2.564 2.643 -3.032
O -2.935 3.580 -4.041
C -2.001 3.603 -5.039
O -2.038 4.292 -5.991
O -1.005 2.717 -4.734
H 0.398 0.852 -3.594
H -0.676 0.578 -2.254
H 0.036 2.206 -2.419
H -2.048 1.021 -4.335
H -2.360 3.077 -2.053
H -3.413 1.978 -2.846
```

Its spin multiplicity is 6. The value obtained for the highest occupied orbital energy (alpha / beta) is -12.359 / -12.359 eV. As for the expectation value of S²: 8.753. Its total charge is +1. The value obtained for the energy is -87853.325 eV.



Record 3
Formula: C19H21F3LiN3O2
Source: the OMol25 dataset
Level of theory: ωB97M-V/def2-TZVPD

The geometry in XYZ format:
```
49
Properties=species:S:1:pos:R:3
Li 26.115 -29.441 -28.248
C 24.192 -29.401 -30.438
O 25.378 -30.030 -30.988
O 24.517 -28.651 -29.270
C 23.194 -28.713 -31.457
F 22.579 -27.693 -30.960
F 23.865 -28.157 -32.548
F 22.260 -29.665 -31.938
C 25.151 -30.935 -32.133
C 26.575 -31.668 -32.002
H 27.321 -30.906 -32.228
H 26.765 -32.031 -30.992
H 26.548 -32.276 -32.906
H 24.984 -30.428 -33.083
H 24.288 -31.557 -31.897
H 23.638 -30.287 -30.130
N 26.876 -28.312 -26.688
C 28.073 -28.041 -26.164
C 28.416 -27.156 -25.126
C 27.344 -26.510 -24.550
C 26.021 -26.755 -24.947
C 25.846 -27.623 -26.053
H 28.792 -28.618 -26.726
H 29.446 -27.026 -24.829
H 27.427 -25.798 -23.743
H 25.153 -26.320 -24.473
H 24.819 -27.672 -26.386
N 27.952 -29.895 -29.224
C 28.267 -29.289 -30.441
C 29.365 -29.668 -31.208
C 30.008 -30.881 -30.881
C 29.578 -31.575 -29.681
C 28.592 -30.965 -28.899
H 27.585 -28.587 -30.899
H 29.513 -29.358 -32.232
H 30.613 -31.396 -31.613
H 30.039 -32.524 -29.452
H 28.357 -31.499 -27.990
N 25.552 -31.218 -27.203
C 25.548 -31.208 -25.848
C 25.970 -32.375 -25.088
C 26.376 -33.520 -25.757
C 26.230 -33.497 -27.129
C 25.804 -32.371 -27.853
H 25.299 -30.289 -25.339
H 26.032 -32.346 -24.010
H 26.871 -34.307 -25.208
H 26.374 -34.448 -27.622
H 25.484 -32.292 -28.881
```

Its spin multiplicity is 1. The value obtained for the highest occupied orbital energy is -7.229 eV. Its total charge is 0. The value obtained for the energy is -36965.460 eV.



Record 4
Formula: C5H8Ag2BBr4F4O3
Source: the OMol25 dataset
Level of theory: ωB97M-V/def2-TZVPD

The geometry in XYZ format:
```
27
Properties=species:S:1:pos:R:3
Ag -22.412 -3.170 -16.965
Ag -21.582 -1.990 -13.576
C -20.838 -0.726 -16.046
O -20.383 -0.454 -17.210
O -20.069 -0.703 -15.001
O -22.096 -1.048 -15.886
B -21.945 -4.693 -14.454
F -21.821 -5.943 -15.100
F -21.206 -3.731 -15.210
F -23.268 -4.212 -14.416
F -21.473 -4.750 -13.154
Br -23.541 -7.376 -19.671
C -23.972 -6.652 -17.877
C -25.168 -5.773 -18.133
Br -25.588 -4.852 -16.400
H -23.110 -6.108 -17.506
H -24.199 -7.516 -17.265
H -26.103 -6.233 -18.427
H -24.927 -5.022 -18.882
Br -17.657 -7.672 -13.694
C -18.667 -7.962 -15.367
C -18.707 -6.691 -16.165
Br -19.340 -7.035 -17.994
H -19.642 -8.323 -15.053
H -18.168 -8.769 -15.896
H -17.694 -6.334 -16.318
H -19.354 -5.930 -15.742
```

The calculation puts the relative energy (zero: lowest compared OMol25 entry of this formula, charge and spin) at 12.43 kcal/mol. Its spin multiplicity is 1. The value obtained for the highest occupied orbital energy is -3.731 eV. Its total charge is -1. The value obtained for the energy is -311179.337 eV.